[1]
Density functional theory data (ωB97M-V/def2-TZVPD) for a structure of composition C24H17IN5O7W in a non-equilibrium geometry.

The frontier orbital gap (alpha / beta) is 0.1385 / 0.1394 Ha. Its total charge is +3. Its multiplicity is 1. As for the total energy: -2088.7982 a.u.

Each line ends with the Löwdin charge.
Geometry (Å):
W 0.26281 0.38793 -0.21463  2.034
O 2.63580 -3.04204 -0.35875  -0.030
C 3.21305 -3.09362 0.96325  -0.248
C 4.19613 -3.96874 1.25323  0.024
C 4.92788 -3.68049 2.48272  0.003
C 4.54468 -2.75291 3.44875  -0.030
C 3.35404 -2.07994 3.22063  0.031
C 2.86311 -2.11378 1.88870  -0.103
C 1.76950 -1.19707 1.60882  -0.265
O 1.87848 -0.46265 0.40002  -0.173
N 0.79975 -0.90835 2.35550  0.147
N -0.00195 0.01427 1.81858  -0.112
C -0.86803 0.41309 2.73891  0.081
C -1.59098 1.60009 2.51148  -0.117
C -2.58199 2.03126 3.38744  0.040
C -3.06626 3.34633 3.23902  0.016
C -2.67723 4.19667 2.18830  0.048
C -1.69682 3.74009 1.33159  0.027
C -1.20328 2.47454 1.44364  -0.277
O -0.32978 2.04773 0.54714  -0.213
H 2.97453 -3.77981 -1.03757  0.190
H 4.43421 -4.85359 0.46435  0.188
H 5.76039 -4.31781 2.71719  0.118
H 5.27194 -2.60316 4.25665  0.136
H 2.87651 -1.37758 3.83263  0.105
H -0.97846 -0.23816 3.63257  0.190
H -3.03871 1.51066 4.23368  0.150
H -3.87770 3.51734 3.89563  0.119
H -3.20556 5.10600 2.08599  0.129
H -1.35203 4.32112 0.43711  0.162
I -5.00074 3.10418 -2.20556  1.050
C -3.61677 1.70494 -1.66789  -0.745
C -3.98519 0.42025 -1.24951  -0.078
N -2.91136 -0.17302 -0.77811  0.076
N -1.82389 0.63459 -0.96609  -0.115
C -2.23406 1.79176 -1.45026  -0.165
H -4.92454 -0.08486 -1.27538  0.147
H -2.77935 -1.16938 -0.58269  0.186
H -1.53754 2.58362 -1.73143  0.135
O -0.69453 -3.32776 -1.70311  0.227
C -0.31401 -2.20861 -1.61173  -0.475
O -0.43188 -1.46672 -0.46251  -0.198
C 0.14374 -1.36072 -2.78416  -0.078
C -0.59900 -1.42503 -3.97063  0.112
C -0.48009 -0.29288 -4.82610  0.107
C 0.15362 0.90819 -4.38193  0.096
C 0.79212 0.80753 -3.19998  -0.147
C 0.91842 -0.30907 -2.36973  -0.107
N 1.23066 2.02757 -2.54247  -0.227
O 1.26312 1.92002 -1.25984  -0.078
O 1.52786 2.98472 -3.12630  0.318
H -1.15631 -2.33488 -4.21891  0.163
H -0.79038 -0.35230 -5.79895  0.112
H 0.22027 1.83738 -4.95256  0.165
H 1.73577 -0.45692 -1.65674  0.146

=====

[2]
Density functional theory data (ωB97M-V/def2-TZVPD) for a structure of composition C24H17IrN5O2 in a non-equilibrium geometry.

The frontier orbital gap (alpha / beta) is 0.1985 / 0.1844 Ha. Its total charge is +2. Its multiplicity is 2. As for the total energy: -1452.6221 a.u. Its energy above the lowest of the compared OMol25 structures with the same formula, charge and spin is 73.75 kcal per mole.

Each line ends with the Mulliken spin population.
Geometry (Å):
Ir 0.22586 -0.39471 -0.07184  0.066
C 2.12795 -4.42955 -0.62747  -0.006
C 1.24298 -3.39808 -0.30568  -0.003
N 1.49814 -2.10874 -0.51767  0.003
C 2.68172 -1.77348 -1.07706  -0.037
C 3.62518 -2.75582 -1.42914  -0.010
C 3.32530 -4.10895 -1.19202  0.005
C 4.85543 -2.37936 -2.01317  -0.012
C 5.11758 -1.05659 -2.23105  0.010
C 4.18185 -0.08310 -1.88172  -0.007
C 2.94671 -0.38938 -1.30074  0.056
N 1.94547 0.48383 -0.91436  -0.013
C 1.94535 1.86584 -1.01833  -0.013
C 2.94067 2.70137 -1.53063  0.000
C 2.81189 4.09108 -1.57680  0.004
C 1.68314 4.70242 -1.11306  -0.010
C 0.63811 3.91260 -0.58175  0.000
C -0.54034 4.50573 -0.09408  -0.007
C -1.52147 3.70584 0.40925  0.000
C -1.31377 2.32370 0.41948  -0.013
N -0.21377 1.73537 -0.03313  0.002
C 0.76973 2.51287 -0.53601  0.006
H 1.84821 -5.45277 -0.42433  0.000
H 0.30127 -3.64736 0.13793  0.002
H 4.04841 -4.86829 -1.46131  0.001
H 5.57268 -3.14454 -2.27956  -0.002
H 6.05150 -0.74476 -2.67648  0.001
H 4.47596 0.91955 -2.09007  -0.004
H 3.86109 2.32888 -1.91822  0.006
H 3.62364 4.67475 -1.98721  0.000
H 1.57028 5.77810 -1.14286  -0.001
H -0.64450 5.58276 -0.12792  0.000
H -2.44549 4.10950 0.79624  0.000
H -2.07476 1.68078 0.81182  0.007
O -1.03761 -2.41085 0.65560  0.234
N -2.13504 -2.45708 1.15276  0.030
N -2.66893 -1.19673 1.29451  0.215
O -2.00359 -0.20402 0.91702  0.201
C -3.93660 -1.09385 1.85833  0.056
C -4.62134 -2.26287 2.25704  0.095
C -5.87254 -2.13295 2.81170  -0.045
C -6.44200 -0.87128 2.97190  0.135
C -5.75621 0.28308 2.57382  -0.015
C -4.50610 0.17930 2.01750  0.064
H -4.16605 -3.23161 2.12571  -0.003
H -6.41552 -3.01358 3.12421  0.001
H -7.42710 -0.77971 3.40958  0.001
H -6.20991 1.25518 2.70409  0.001
H -3.96348 1.05749 1.70517  -0.001

=====

[3]
Density functional theory data (ωB97M-V/def2-TZVPD) for a structure of composition C24H18BrInN2OTe in a non-equilibrium geometry.

The frontier orbital gap is 0.2454 Ha. Its total charge is +2. Its multiplicity is 1. As for the total energy: -4141.6941 a.u.

Each line ends with the Löwdin charge.
Geometry (Å):
In -3.17324 1.39341 0.96167  1.025
Br 5.08938 1.10921 0.17091  0.847
C 3.24775 1.29820 0.58604  -0.640
C 2.87347 2.32779 1.51027  -0.023
C 1.57279 2.55900 1.82311  0.049
C 0.54116 1.79284 1.20767  -0.402
O -0.66033 2.10666 1.18844  -0.226
C 0.91315 0.57211 0.41355  -0.422
C 0.40717 -0.66760 1.09666  -0.105
N -0.74477 -1.08732 0.77264  -0.012
C -1.30994 -2.25219 1.30105  -0.197
C -0.64900 -3.45969 1.21982  0.008
C -1.24844 -4.64388 1.66285  -0.036
C -2.48352 -4.62171 2.24985  0.006
C -3.17656 -3.40018 2.39003  -0.126
C -4.40557 -3.30861 3.07800  0.040
C -5.02508 -2.08920 3.18519  -0.010
C -4.42685 -0.98210 2.57867  -0.168
N -3.27130 -1.01694 1.94761  -0.017
C -2.61462 -2.19826 1.86807  -0.148
C 2.32934 0.46793 0.04011  -0.101
H 3.66229 2.93760 1.93141  0.126
H 1.28098 3.36855 2.47901  0.142
H 1.03899 -1.12522 1.85814  0.173
H 0.33672 -3.50174 0.78067  0.123
H -0.71070 -5.57082 1.54732  0.122
H -2.93038 -5.53220 2.61953  0.131
H -4.83610 -4.18955 3.53279  0.136
H -5.94900 -1.96278 3.72675  0.124
H -4.91201 -0.00681 2.61594  0.072
H 2.63700 -0.34124 -0.60699  0.123
C 0.57841 0.00303 -2.73383  -0.268
Te -0.65206 0.70347 -1.11033  1.794
C -0.11417 2.60292 -1.93284  -0.277
C 1.18934 2.41276 -2.66360  -0.286
C 1.97897 3.49206 -3.02424  -0.017
C 3.12564 3.27988 -3.77001  -0.041
C 3.49126 1.99517 -4.13729  -0.043
C 2.70900 0.91067 -3.77340  -0.018
C 1.54774 1.11857 -3.04247  -0.298
H -0.10246 -0.14074 -3.57926  0.088
H 1.05815 -0.95609 -2.53350  0.084
H -0.07712 3.38473 -1.16752  0.087
H -0.90866 2.85653 -2.64835  0.094
H 1.67999 4.48970 -2.74479  0.125
H 3.72560 4.12131 -4.07242  0.119
H 4.37909 1.83706 -4.72688  0.119
H 2.98846 -0.08630 -4.07605  0.125

=====

[4]
Density functional theory data (ωB97M-V/def2-TZVPD) for a structure of composition C24H18BrN5O2SSn.

The frontier orbital gap is 0.2288 Ha. Its total charge is +2. Its multiplicity is 1. As for the total energy: -4535.6740 a.u.

Each line ends with the Löwdin charge.
Geometry (Å):
Sn 1.71229 0.87021 0.41399  1.561
N 2.66563 0.83676 4.61761  0.223
C 1.38233 1.33685 4.84492  -0.153
C 0.74193 1.75151 6.00651  0.017
C -0.55233 2.19878 5.85653  -0.036
C -1.18915 2.23293 4.60153  -0.039
C -0.54787 1.81793 3.45526  -0.002
C 0.76229 1.36407 3.59769  -0.202
N 1.67737 0.88326 2.65218  -0.034
C 2.78999 0.59255 3.31024  -0.277
C 3.93099 0.04308 2.58604  -0.319
C 5.12936 -0.41772 3.02021  -0.275
S 6.04658 -0.98609 1.69962  1.172
C 4.79089 -0.58686 0.63778  -0.396
N 3.74145 -0.06129 1.22085  -0.130
H 3.38502 0.72060 5.31504  0.188
H 1.22575 1.73181 6.97367  0.128
H -1.09591 2.53537 6.72842  0.124
H -2.20567 2.59600 4.54122  0.122
H -1.04098 1.84600 2.49185  0.117
H 5.52154 -0.45186 4.02484  0.102
H 4.86847 -0.74089 -0.42928  0.108
C 1.28856 -2.18616 1.68421  -0.017
O 0.92892 -1.32190 0.57731  -0.277
C 0.00722 -1.90155 -0.32912  -0.178
C -0.45655 -3.19649 -0.19983  -0.050
C -1.40949 -3.65322 -1.10515  -0.662
Br -2.05089 -5.40880 -0.93065  0.837
C -1.88555 -2.84132 -2.11426  -0.033
C -1.39200 -1.54640 -2.25058  -0.066
C -0.44689 -1.08972 -1.35097  -0.196
O 0.05034 0.19819 -1.36583  -0.140
C -1.94319 -0.64987 -3.27653  -0.284
N -3.19585 -0.56684 -3.55832  0.213
C -3.29086 0.45149 -4.51170  -0.210
C -4.41726 0.93908 -5.16842  0.003
C -4.22411 1.94018 -6.09854  -0.064
C -2.94392 2.44640 -6.37551  -0.067
C -1.81987 1.97773 -5.72108  -0.016
C -2.03073 0.97985 -4.77982  -0.190
N -1.14304 0.29384 -3.93161  0.125
H 0.39089 -2.46242 2.23295  0.122
H 1.95077 -1.62630 2.32595  0.064
H 1.79555 -3.06998 1.30368  0.118
H -0.11534 -3.85801 0.57999  0.105
H -2.64192 -3.18697 -2.80511  0.129
H -0.38291 0.70319 -2.08644  0.110
H -5.39790 0.53452 -4.95801  0.121
H -5.07371 2.34206 -6.63341  0.112
H -2.83521 3.22355 -7.11984  0.111
H -0.83629 2.37334 -5.93765  0.113
H -0.21874 0.04953 -4.26243  0.169